{"formula": "C19H38O", "method": "ωB97M-V with the def2-TZVPD basis set", "species": ["C", "C", "C", "C", "O", "C", "C", "C", "C", "C", "C", "C", "C", "C", "C", "C", "C", "C", "C", "C", "H", "H", "H", "H", "H", "H", "H", "H", "H", "H", "H", "H", "H", "H", "H", "H", "H", "H", "H", "H", "H", "H", "H", "H", "H", "H", "H", "H", "H", "H", "H", "H", "H", "H", "H", "H", "H", "H"], "xyz": [[2.884, -0.672, 1.907], [3.092, -1.047, 0.440], [3.100, -0.256, -0.603], [3.102, 1.239, -0.516], [3.046, 1.956, -1.892], [3.427, -2.580, 0.232], [2.308, -3.379, 0.399], [1.199, -3.519, -0.476], [0.424, -4.649, -0.537], [0.216, -2.283, -0.470], [-0.651, -2.106, -1.458], [-1.457, -0.753, -1.227], [-0.510, 0.763, -1.515], [-0.621, 0.929, -3.022], [-1.247, 1.816, -0.884], [-1.137, 1.691, 0.782], [-1.473, 3.005, 1.492], [-3.118, 3.280, 1.216], [-3.393, 4.458, 2.416], [-3.882, 1.899, 2.092], [3.564, -0.014, 2.326], [3.005, -1.489, 2.447], [1.977, -0.307, 1.924], [3.502, -0.718, -1.703], [4.194, 1.612, 0.075], [2.266, 1.417, 0.045], [2.299, 1.398, -2.152], [3.668, -3.009, -0.779], [4.198, -3.063, 0.804], [1.679, -3.329, 1.503], [2.565, -4.540, 0.440], [1.596, -3.245, -1.421], [-0.373, -4.759, -1.296], [0.820, -5.605, -0.844], [-0.167, -5.002, 0.471], [-0.635, -2.351, 0.422], [0.836, -1.312, -0.019], [-1.445, -2.840, -1.725], [-0.090, -1.837, -2.515], [-2.086, -0.763, -0.637], [-2.363, -0.561, -2.110], [0.289, 0.439, -1.135], [0.069, 0.137, -3.457], [0.170, 1.927, -3.026], [-1.536, 1.168, -3.488], [-2.434, 1.824, -1.100], [-0.772, 2.587, -1.069], [-1.561, 0.936, 1.201], [0.005, 1.767, 1.036], [-0.948, 3.822, 1.160], [-1.525, 2.694, 2.614], [-3.366, 3.573, 0.343], [-4.476, 4.726, 2.053], [-3.210, 4.192, 3.283], [-2.787, 5.433, 1.969], [-3.579, 1.786, 2.923], [-4.853, 2.420, 1.883], [-3.804, 1.094, 1.176]], "homo_lumo_gap_ev": 10.0, "lumo_energy_ev": 0.8}

=====

{"formula": "C19H39BClFI2NO11P2S", "method": "ωB97M-V with the def2-TZVPD basis set", "species": ["C", "C", "O", "C", "C", "O", "C", "C", "C", "C", "F", "C", "C", "I", "C", "C", "I", "O", "C", "C", "C", "C", "S", "O", "O", "O", "C", "Cl", "B", "O", "O", "C", "N", "P", "C", "O", "P", "O", "O", "H", "H", "H", "H", "H", "H", "H", "H", "H", "H", "H", "H", "H", "H", "H", "H", "H", "H", "H", "H", "H", "H", "H", "H", "H", "H", "H", "H", "H", "H", "H", "H", "H", "H", "H", "H", "H", "H", "H"], "xyz": [[-1.042, -4.443, 3.600], [-2.176, -3.444, 3.800], [-1.616, -2.185, 4.163], [-2.411, -1.059, 3.873], [-1.532, 0.092, 3.432], [-1.515, 0.310, 2.012], [-0.417, -0.072, 1.185], [0.036, -1.500, 1.493], [1.047, -2.129, 0.532], [1.782, -3.289, 1.202], [3.091, -2.902, 1.487], [0.855, 0.838, 1.366], [0.713, 2.114, 2.255], [1.742, 1.751, 4.134], [1.277, 3.403, 1.652], [2.789, 3.401, 1.384], [0.815, 4.992, 3.062], [1.525, 1.023, 0.142], [0.776, 1.563, -0.926], [1.825, 1.814, -2.008], [1.397, 2.492, -3.310], [2.591, 2.825, -4.196], [3.516, 1.485, -4.899], [4.393, 0.915, -3.919], [4.043, 1.937, -6.139], [2.384, 0.373, -5.170], [-0.390, 0.626, -1.312], [-1.508, 1.809, -2.299], [0.000, -0.503, -2.434], [1.196, -1.167, -2.324], [-0.837, -0.682, -3.472], [-0.721, -1.853, -4.286], [-1.144, 0.120, -0.135], [-2.060, -1.415, -0.685], [-3.397, -0.798, -1.765], [-2.877, -1.775, 0.685], [-2.638, 1.550, 0.378], [-2.051, 2.797, 1.206], [-3.991, 1.139, 1.156], [-0.142, -4.038, 4.063], [-1.252, -5.387, 4.096], [-0.839, -4.634, 2.548], [-2.823, -3.789, 4.611], [-2.756, -3.332, 2.881], [-3.179, -1.276, 3.128], [-2.926, -0.741, 4.786], [-0.532, -0.038, 3.843], [-1.918, 1.013, 3.873], [-0.804, -2.173, 1.654], [0.535, -1.459, 2.465], [0.527, -2.531, -0.333], [1.810, -1.426, 0.206], [1.331, -3.568, 2.157], [1.834, -4.161, 0.553], [1.544, 0.212, 1.921], [-0.300, 2.292, 2.572], [0.712, 3.746, 0.793], [3.297, 4.224, 1.872], [2.954, 3.543, 0.315], [3.242, 2.446, 1.634], [0.325, 2.523, -0.665], [2.534, 2.486, -1.520], [2.411, 0.918, -2.194], [0.674, 1.898, -3.863], [0.944, 3.452, -3.057], [2.267, 3.412, -5.052], [3.351, 3.395, -3.661], [2.833, -0.472, -4.991], [1.783, -0.980, -3.067], [-0.575, -2.742, -3.675], [-1.650, -1.947, -4.842], [0.084, -1.742, -5.010], [-4.310, -1.305, -1.442], [-3.613, 0.262, -1.726], [-3.192, -1.092, -2.789], [-3.647, -2.320, 0.461], [-1.792, 3.508, 0.596], [-4.215, 1.669, 1.939]], "homo_lumo_gap_ev": 8.3, "charge": 1, "lumo_energy_ev": -3.0}

=====

{"formula": "C19H39Br16NO", "method": "ωB97M-V with the def2-TZVPD basis set", "species": ["C", "N", "C", "C", "O", "H", "H", "H", "H", "H", "H", "H", "Br", "C", "C", "Br", "H", "H", "H", "H", "Br", "C", "C", "Br", "H", "H", "H", "H", "Br", "C", "C", "Br", "H", "H", "H", "H", "Br", "C", "C", "Br", "H", "H", "H", "H", "Br", "C", "C", "Br", "H", "H", "H", "H", "Br", "C", "C", "Br", "H", "H", "H", "H", "Br", "C", "C", "Br", "H", "H", "H", "H", "Br", "C", "C", "Br", "H", "H", "H", "H"], "xyz": [[-1.128, -4.718, -0.545], [-2.096, -3.615, -0.994], [-2.590, -3.637, -2.384], [-2.325, -2.568, -0.175], [-2.985, -1.524, -0.381], [-0.902, -4.587, 0.514], [-0.273, -4.810, -1.214], [-1.611, -5.695, -0.502], [-1.714, -3.533, -3.023], [-3.168, -4.488, -2.744], [-3.248, -2.802, -2.625], [-1.859, -2.730, 0.809], [-2.155, 1.281, 1.932], [-1.006, 0.915, 0.385], [-0.139, -0.283, 0.826], [0.760, -0.982, -0.780], [-0.529, 1.877, 0.197], [-1.652, 0.652, -0.452], [-0.661, -1.094, 1.335], [0.602, 0.015, 1.567], [1.578, 0.402, -5.652], [1.503, -1.232, -4.540], [0.587, -2.219, -5.224], [0.495, -3.981, -4.267], [1.225, -0.844, -3.560], [2.519, -1.627, -4.502], [0.973, -2.391, -6.228], [-0.427, -1.819, -5.243], [1.101, -4.176, 2.109], [2.726, -3.171, 1.683], [2.961, -1.937, 2.512], [4.355, -0.701, 1.732], [2.725, -2.894, 0.629], [3.543, -3.859, 1.900], [3.176, -2.033, 3.576], [2.009, -1.408, 2.460], [-3.230, 0.178, -5.407], [-2.498, 0.006, -3.586], [-1.256, 0.985, -3.340], [-1.778, 2.899, -3.397], [-2.312, -1.043, -3.352], [-3.298, 0.291, -2.903], [-0.477, 0.814, -4.083], [-0.773, 0.666, -2.416], [1.953, 2.533, -2.759], [3.434, 1.779, -1.567], [4.136, 2.836, -0.790], [5.805, 2.331, 0.119], [4.079, 1.150, -2.180], [2.825, 1.170, -0.899], [3.492, 3.291, -0.037], [4.321, 3.670, -1.466], [-6.630, -1.224, 3.279], [-4.698, -1.558, 2.737], [-3.810, -1.352, 3.931], [-1.997, -2.003, 3.552], [-4.393, -0.878, 1.942], [-4.521, -2.592, 2.443], [-4.151, -1.861, 4.833], [-3.826, -0.304, 4.229], [-1.087, 4.928, -0.631], [-0.023, 4.996, 1.082], [0.991, 6.099, 1.056], [2.223, 5.579, -0.359], [0.387, 4.007, 1.286], [-0.841, 5.151, 1.786], [1.651, 6.209, 1.916], [0.608, 7.093, 0.824], [2.882, 2.973, 2.528], [2.314, 3.019, 4.488], [0.941, 2.253, 4.572], [1.049, 0.282, 4.245], [2.336, 4.098, 4.642], [3.081, 2.603, 5.141], [0.240, 2.701, 3.868], [0.482, 2.442, 5.543]], "homo_lumo_gap_ev": 9.6, "lumo_energy_ev": 0.0}

=====

Number 1 is which compound? C19H38O